# 1
Formula: C21H28O21
Source: OMol25
Level of theory: wB97M-V/def2-TZVPD

HOMO level: -10.179 eV
E: -2397.0681 Eh
HOMO-LUMO gap: 10.3883 eV
Energy above the lowest of the compared OMol25 structures with the same formula, charge and spin: 31.5 kcal per mole
E_LUMO: 0.21 eV

Positions of all 70 atoms, in Å:
O1 1.023 1.019 -3.468
O2 0.323 -0.695 -4.747
O3 1.234 1.767 3.824
O4 3.443 2.000 4.347
O5 2.460 -2.786 -0.093
O6 -1.574 0.354 -0.365
O7 -2.465 3.633 0.524
O8 4.352 1.453 -1.903
O9 -8.333 0.257 -0.429
O10 -1.125 0.357 -3.389
O11 -6.408 -0.040 0.783
O12 -6.541 -0.850 -1.289
O13 -0.413 -1.211 0.685
O14 4.433 -2.111 0.793
O15 -3.032 1.908 1.822
O16 2.742 -2.604 2.155
O17 2.761 0.391 2.957
O18 -2.454 -1.619 -0.184
O19 -4.345 2.402 0.117
O20 2.996 2.269 -0.403
O21 2.766 0.133 -1.003
C1 2.366 1.469 3.718
C2 -0.224 0.917 -0.140
C3 -1.643 3.768 1.635
C4 1.427 -3.258 2.044
C5 0.415 0.006 0.909
C6 3.308 1.377 -1.122
C7 -2.063 -0.420 -4.185
C8 4.162 0.133 3.050
C9 -5.186 -0.888 -0.987
C10 4.299 0.232 -2.745
C11 -5.131 -0.630 0.500
C12 1.366 -3.474 0.460
C13 0.181 0.264 -3.846
C14 -1.062 -1.112 -5.252
C15 3.335 -2.536 0.953
C16 -1.550 -0.889 0.005
C17 -3.388 2.627 0.756
C18 -7.223 -0.139 -0.324
C19 3.402 -0.801 -1.879
C20 4.621 1.170 4.099
C21 -1.931 2.602 2.560
H1 -1.028 1.998 2.596
H2 -4.810 -1.894 -1.204
H3 3.810 0.407 -3.690
H4 -0.301 1.986 0.059
H5 0.359 0.817 -1.076
H6 -1.764 4.761 2.131
H7 4.441 0.233 1.998
H8 1.444 -4.541 0.170
H9 -2.132 2.941 3.543
H10 0.457 -3.080 -0.011
H11 2.656 -1.408 -2.438
H12 -4.671 -0.131 -1.554
H13 5.408 1.791 3.658
H14 4.907 0.775 5.069
H15 -0.577 3.753 1.330
H16 4.095 -1.514 -1.503
H17 -2.721 0.296 -4.658
H18 -5.160 -1.607 0.956
H19 0.721 -2.574 2.440
H20 -4.307 -0.045 0.912
H21 -1.112 -0.708 -6.257
H22 -1.103 -2.209 -5.275
H23 1.507 -4.249 2.507
H24 5.311 -0.182 -2.983
H25 -2.621 -1.111 -3.579
H26 0.240 0.351 1.917
H27 1.388 -0.347 0.794
H28 4.236 -0.952 3.204

***

# 2
Formula: C8H8N3PdS2Se2Te2
Source: OMol25
Level of theory: wB97M-V/def2-TZVPD

HOMO level: -3.433 eV
E: -6737.2241 Eh
HOMO-LUMO gap: 5.6627 eV
Energy above the lowest of the compared OMol25 structures with the same formula, charge and spin: 0.0 kcal per mole
E_LUMO: 2.23 eV
Net charge: -1

Positions of all 26 atoms, in Å:
Te1 -1.351 3.513 -0.279
Te2 -2.557 1.409 0.967
Pd1 0.770 0.910 0.330
Se1 -3.146 -0.187 -0.801
Se2 1.166 3.286 0.113
S1 0.521 -1.735 4.235
S2 1.193 0.691 2.551
N1 0.069 -1.634 1.702
N2 0.113 -0.965 0.506
N3 0.299 0.481 -1.675
C1 0.090 0.825 -4.012
C2 -0.307 -0.712 -1.781
C3 1.264 -0.517 5.336
C4 0.562 -0.923 2.661
C5 0.464 1.249 -2.753
C6 -0.679 -1.216 -3.026
C7 -0.476 -0.442 -4.144
C8 -0.470 -1.454 -0.531
H1 2.291 -0.302 5.051
H2 0.686 0.403 5.343
H3 0.911 2.217 -2.558
H4 -1.159 -2.184 -3.083
H5 -0.773 -0.808 -5.118
H6 1.250 -0.963 6.330
H7 -0.968 -2.415 -0.499
H8 0.238 1.473 -4.864

***

# 3
Formula: C4H9NO2
Source: OMol25
Level of theory: wB97M-V/def2-TZVPD

HOMO level: -9.518 eV
E: -363.0065 Eh
HOMO-LUMO gap: 10.1393 eV
Energy above the lowest of the compared OMol25 structures with the same formula, charge and spin: 49.6 kcal per mole
E_LUMO: 0.62 eV

Positions of all 16 atoms, in Å:
O1 1.486 -1.692 1.923
O2 -0.489 2.085 -0.242
N1 1.447 0.319 0.879
C1 -1.056 0.897 -0.810
C2 0.443 -1.481 -0.248
C3 1.257 -1.031 0.928
C4 -0.896 -0.425 0.028
H1 1.274 0.839 1.717
H2 -0.727 2.830 -0.821
H3 0.853 -1.216 -1.233
H4 -2.137 1.078 -0.932
H5 1.530 0.808 0.008
H6 -1.753 -1.038 -0.212
H7 -0.633 0.728 -1.806
H8 -1.032 -0.093 1.083
H9 0.433 -2.608 -0.260

***

# 4
Formula: C6H10N2
Source: OMol25
Level of theory: wB97M-V/def2-TZVPD

<S²>: 0.763
HOMO level (spin up / spin down): -15.233 / -15.211 eV
2S+1: 2
E: -343.7640 Eh
HOMO-LUMO gap (spin up / spin down): 11.0178 / 6.9041 eV
Energy above the lowest of the compared OMol25 structures with the same formula, charge and spin: 44.5 kcal per mole
E_LUMO (spin up / spin down): -4.22 / -8.31 eV
Net charge: +1

Positions of all 18 atoms, in Å:
N1 0.734 0.814 -2.703
N2 1.528 1.414 -0.613
C1 -1.895 -0.433 1.578
C2 1.473 1.723 -2.062
C3 0.299 -0.146 -1.766
C4 0.621 -0.546 0.799
C5 -0.767 -1.142 0.915
C6 0.773 0.175 -0.551
H1 -2.579 0.139 0.989
H2 0.823 0.161 1.558
H3 -0.021 -1.177 -2.248
H4 1.563 2.025 0.188
H5 -0.939 -1.405 -0.125
H6 1.841 2.601 -2.476
H7 -1.533 0.394 2.260
H8 1.425 -1.378 0.709
H9 -0.857 -2.197 1.330
H10 -2.488 -1.023 2.218